67
Properties=species:S:1:pos:R:3 method="wB97M-V/def2-TZVPD" multiplicity=2 homo_ev="-8.18 / -8.27" energy_ev=-125183.6800 e_above_lowest_ev=3.141 lumo_ev="-1.35 / -2.14"
Ir -1.52 -0.40 -1.20
N 2.87 -2.33 5.12
C 1.93 -1.59 4.47
C 0.81 -1.08 5.15
C -0.15 -0.36 4.47
C 0.00 -0.14 3.11
C 1.06 -0.67 2.41
C 2.03 -1.39 3.08
S -1.16 0.87 2.21
O -0.44 1.94 1.58
O -2.28 1.23 3.03
N -1.65 -0.14 0.98
C -2.53 -1.10 1.25
N -2.78 -1.53 2.48
C -3.73 -2.43 2.62
C -4.44 -2.95 1.54
C -4.07 -2.49 0.28
N -3.13 -1.58 0.14
H 2.88 -2.36 6.12
H 3.71 -2.58 4.63
H 0.72 -1.24 6.21
H -1.01 0.05 4.97
H 1.13 -0.53 1.34
H 2.87 -1.79 2.55
H -3.93 -2.75 3.63
H -5.23 -3.66 1.67
H -4.55 -2.84 -0.62
Cl 1.05 -6.66 -3.38
C 0.21 -5.17 -3.30
C -0.57 -4.75 -4.40
Cl -0.64 -5.73 -5.80
C -1.28 -3.57 -4.34
Cl -2.24 -3.06 -5.67
C -1.24 -2.73 -3.20
O -1.91 -1.66 -3.11
C -0.40 -3.15 -2.06
O -0.36 -2.42 -1.04
C 0.28 -4.39 -2.16
Cl 1.20 -4.90 -0.81
C 4.33 4.18 1.48
C 3.60 3.44 0.40
C 2.59 2.53 0.74
C 1.92 1.84 -0.25
C 2.23 2.06 -1.57
C 3.22 2.95 -1.94
C 3.90 3.64 -0.94
S 1.32 1.13 -2.79
O 1.80 -0.22 -2.81
O 1.30 1.86 -4.03
N -0.21 1.06 -2.16
C -1.10 2.07 -2.24
C -0.83 3.41 -2.55
C -1.89 4.30 -2.54
C -3.17 3.85 -2.23
C -3.35 2.51 -1.94
N -2.35 1.66 -1.94
H 3.67 4.33 2.33
H 4.67 5.14 1.12
H 5.20 3.61 1.81
H 2.32 2.38 1.77
H 1.12 1.16 0.00
H 3.43 3.11 -2.98
H 4.68 4.34 -1.21
H 0.18 3.71 -2.78
H -1.72 5.34 -2.78
H -4.01 4.53 -2.22
H -4.33 2.11 -1.70